This record from the Open Molecules 2025 dataset describes one molecule with the formula C15H23N5O2. The level of theory is ωB97M-V/def2-TZVPD.

Calculated values
lowest unoccupied orbital energy	0.59	eV
relative energy (zero: lowest compared OMol25 entry of this formula, charge and spin)	0.00	kJ/mol
net charge	0
highest occupied orbital energy	-7.597	eV
DFT total energy	-1009.7285	Ha

Each line ends with the Mulliken charge.
Positions of all 45 atoms, in Å:
1 H -2.9239 4.8375 -0.1507  0.364
2 H -2.1888 4.2304 1.3414  0.294
3 C -3.7985 -2.8974 -1.6786  -1.649
4 C -2.7664 1.5977 0.7089  -0.490
5 H -2.2604 -0.7913 -1.1558  0.368
6 H -2.5502 1.4776 1.7785  0.352
7 H -3.1156 -3.3904 -2.3667  0.346
8 C -1.4520 3.2497 -0.4370  -0.500
9 C -2.5530 3.9483 0.3530  -0.660
10 H -0.4511 3.6274 -0.2284  0.390
11 H -2.0189 -0.8157 1.4087  0.173
12 H -0.7241 -2.0075 1.1791  0.634
13 H -3.4811 -4.5996 0.3891  0.446
14 H 3.0783 2.3486 -1.7497  0.312
15 C 3.5833 2.0393 -0.8353  -1.076
16 H -1.8762 -4.3906 -0.3136  0.325
17 C 1.8158 -1.6406 0.5979  0.148
18 H -4.6555 -3.5481 -1.5221  0.439
19 H -2.2310 -3.7423 1.2851  0.341
20 C -1.2641 -1.1828 0.7106  -1.493
21 H -4.3142 3.0256 1.2832  0.371
22 C -3.6073 2.8521 0.4748  -0.765
23 C -3.0961 -2.6092 -0.3527  0.711
24 C 3.8172 -0.2977 -0.1410  0.484
25 N 3.1704 -1.4286 0.3137  -0.045
26 O 5.0143 -0.2834 -0.3282  -0.674
27 H -1.6329 3.3232 -1.5150  0.197
28 O 1.4288 -2.7179 1.0156  -0.717
29 H -3.8109 -2.1156 0.3177  0.241
30 H -4.1595 2.7616 -0.4609  0.315
31 H -3.2750 0.7021 0.3459  0.107
32 H 4.6416 1.8676 -1.0216  0.414
33 H 3.4554 2.8165 -0.0815  0.305
34 N -1.5456 1.8500 -0.0373  0.237
35 N -0.2802 -0.1579 0.4518  0.183
36 N 0.7653 1.6809 -0.2983  -0.700
37 C -0.4031 1.1379 0.0529  0.290
38 N 3.0129 0.7979 -0.3646  -0.011
39 C -1.9162 -1.6617 -0.5899  -0.408
40 H -1.1610 -2.1691 -1.1935  0.434
41 H 3.7799 -2.2218 0.4776  0.240
42 H -4.1479 -1.9771 -2.1421  0.392
43 C -2.6415 -3.9146 0.2944  -1.504
44 C 1.6743 0.7016 -0.1318  0.584
45 C 1.0738 -0.4598 0.3256  0.254